The following is a DFT calculation (ωB97M-V with the def2-TZVPD basis set) of a molecular structure, ClH2NS2.

Last column: natural (NBO) charge in e.
Atoms and positions in Å:
N (0.9705, 0.5639, -0.0038)  -0.972
H (0.1426, -1.1769, -1.4765)  0.138
S (-0.4589, 0.9295, 0.5063)  0.891
Cl (-1.3222, -1.0871, 0.6313)  -0.356
S (1.1000, -0.0569, -1.5990)  0.161
H (-0.4320, 0.8274, 1.9418)  0.139

Computed properties:
- Charge: 0
- Electronic energy: -1312.411791 Ha
- E_LUMO: -0.04140 hartree
- E_HOMO: -8.57 eV
- Orbital gap: 0.27354 Eh
- ΔE to the lowest compared entry with this formula, charge and spin: 0.7174 eV